## one
A structure of composition C40H34BrFN9O5SW, computed with ωB97M-V/def2-TZVPD.

Results
E_LUMO (eV): -8.79
HOMO level (eV): -14.0

```
! wB97M-V def2-TZVPD RIJCOSX def2/J DEFGRID3
* xyz 3 1
W -2.248 0.947 2.422
N -5.974 3.351 2.531
C -4.799 2.794 2.786
S -4.732 1.016 2.707
N -3.780 3.520 3.130
N -2.574 2.926 3.355
C -1.700 3.719 3.935
C -0.368 3.347 4.271
C 0.510 4.260 4.887
C 1.778 3.872 5.258
C 2.212 2.563 5.043
C 1.371 1.643 4.446
C 0.087 2.019 4.051
O -0.757 1.153 3.485
H -6.770 2.774 2.312
H -6.095 4.348 2.621
H -2.042 4.720 4.186
H 0.166 5.263 5.087
H 2.434 4.579 5.738
H 3.200 2.262 5.361
H 1.670 0.617 4.296
Br 1.063 -5.680 -1.709
C -0.639 -5.883 -0.912
C -0.785 -5.569 0.434
C -2.042 -5.598 0.999
C -3.149 -5.961 0.220
C -2.965 -6.385 -1.101
C -1.714 -6.315 -1.678
N -4.458 -5.900 0.672
N -4.858 -5.090 1.486
C -4.303 -3.963 1.996
C -4.303 -3.744 3.377
C -3.699 -2.631 3.939
C -3.128 -1.658 3.123
O -2.461 -0.559 3.527
C -3.233 -1.779 1.723
N -2.725 -0.720 1.000
C -2.750 -0.834 -0.332
C -3.307 -1.917 -0.996
C -3.885 -2.948 -0.272
C -3.823 -2.926 1.121
H 0.074 -5.290 1.027
H -2.164 -5.369 2.047
H -3.820 -6.710 -1.669
H -1.574 -6.586 -2.712
H -4.733 -4.498 4.017
H -3.650 -2.514 5.010
H -2.319 -0.011 -0.894
H -3.308 -1.943 -2.074
H -4.390 -3.748 -0.790
F 4.234 -0.491 -0.017
C 3.386 0.369 -0.616
C 2.169 0.555 -0.029
C 1.208 1.390 -0.618
C -0.090 1.545 -0.009
O -0.420 0.858 1.023
C -0.950 2.481 -0.652
C -0.544 3.123 -1.804
N 0.624 2.904 -2.401
C 0.910 3.575 -3.648
C -0.152 3.634 -4.703
C 1.042 2.756 -4.902
C 1.547 2.056 -1.822
C 2.800 1.842 -2.402
C 3.750 0.982 -1.844
N 4.956 0.755 -2.461
C 6.124 0.222 -1.794
C 6.277 -1.275 -2.073
N 6.388 -1.473 -3.544
C 5.229 -0.875 -4.257
C 5.086 0.611 -3.893
C -2.321 2.788 -0.123
O -3.035 3.616 -0.613
O -2.657 2.035 0.924
H 1.932 0.039 0.888
H -1.218 3.836 -2.264
H 1.556 4.436 -3.517
H -0.235 4.541 -5.280
H -1.100 3.156 -4.512
H 1.780 3.043 -5.635
H 0.894 1.690 -4.823
H 3.049 2.382 -3.300
H 6.089 0.401 -0.722
H 7.001 0.758 -2.175
H 5.404 -1.822 -1.712
H 7.165 -1.667 -1.576
H 6.449 -2.476 -3.760
H 7.257 -1.034 -3.878
H 4.329 -1.418 -3.959
H 5.364 -0.982 -5.334
H 4.214 1.008 -4.408
H 5.965 1.168 -4.235
*
```

Here are the Löwdin charges for atoms 1 to 5, given in e: W 1.864; N 0.134; C -0.765; S 0.793; N 0.005

## two
A structure of composition C40H34BrFN9O5SW, computed with ωB97M-V/def2-TZVPD.

Results
E_LUMO (eV): -8.49
HOMO level (eV): -13.5

```
! wB97M-V def2-TZVPD RIJCOSX def2/J DEFGRID3
* xyz 3 1
W 1.389 1.197 1.053
N -1.862 2.095 4.000
C -0.714 1.780 3.362
S -0.346 2.702 1.913
N 0.051 0.862 3.854
N 1.204 0.677 3.128
C 2.099 -0.042 3.746
C 3.427 -0.250 3.283
C 4.271 -1.136 3.974
C 5.598 -1.229 3.642
C 6.124 -0.399 2.641
C 5.324 0.497 1.964
C 3.972 0.538 2.258
O 3.183 1.407 1.594
H -2.409 2.882 3.701
H -2.009 1.738 4.931
H 1.806 -0.441 4.712
H 3.857 -1.745 4.770
H 6.242 -1.925 4.162
H 7.177 -0.454 2.398
H 5.722 1.152 1.200
Br 8.750 3.031 -6.033
C 7.206 3.944 -5.495
C 6.621 4.861 -6.352
C 5.483 5.533 -5.942
C 4.912 5.259 -4.705
C 5.530 4.357 -3.834
C 6.680 3.702 -4.228
N 3.741 6.033 -4.431
N 2.919 5.723 -3.559
C 2.656 4.521 -2.930
C 2.234 3.393 -3.631
C 1.733 2.271 -2.969
C 1.667 2.271 -1.598
O 1.207 1.264 -0.808
C 2.091 3.370 -0.877
N 1.981 3.244 0.468
C 2.351 4.263 1.240
C 2.823 5.451 0.705
C 2.924 5.594 -0.667
C 2.568 4.527 -1.498
H 7.062 5.057 -7.320
H 5.008 6.270 -6.578
H 5.145 4.195 -2.839
H 7.186 3.018 -3.560
H 2.287 3.403 -4.712
H 1.414 1.400 -3.529
H 2.257 4.122 2.306
H 3.093 6.259 1.370
H 3.263 6.528 -1.101
F -5.308 0.087 0.169
C -4.380 -0.881 0.247
C -3.089 -0.518 0.454
C -2.099 -1.496 0.603
C -0.726 -1.127 0.821
O -0.453 0.114 0.943
C 0.203 -2.168 0.918
C -0.219 -3.476 0.856
N -1.492 -3.830 0.698
C -1.851 -5.246 0.631
C -2.605 -5.859 1.774
C -1.169 -6.213 1.544
C -2.471 -2.844 0.546
C -3.804 -3.193 0.316
C -4.787 -2.232 0.158
N -6.114 -2.614 -0.082
C -6.732 -3.626 0.765
C -7.721 -4.462 -0.023
N -8.756 -3.545 -0.625
C -8.097 -2.499 -1.491
C -7.101 -1.708 -0.662
C 1.642 -1.908 1.077
O 2.439 -2.738 1.400
O 1.989 -0.637 0.818
H -2.834 0.531 0.523
H 0.509 -4.273 0.927
H -2.088 -5.570 -0.373
H -3.367 -6.590 1.537
H -2.829 -5.227 2.626
H -0.923 -7.183 1.139
H -0.450 -5.830 2.256
H -4.064 -4.239 0.232
H -7.256 -3.146 1.607
H -5.987 -4.289 1.194
H -8.226 -5.187 0.609
H -7.238 -4.973 -0.853
H -9.274 -3.082 0.126
H -9.441 -4.077 -1.163
H -8.869 -1.855 -1.905
H -7.598 -3.034 -2.298
H -7.630 -1.137 0.113
H -6.630 -0.994 -1.329
*
```

Here are the Löwdin charges for atoms 1 to 5, given in e: W 1.810; N 0.107; C -0.775; S 0.805; N 0.025

Relative calculated energies, zero for the most stable structure, unit kJ/mol: one 127.1; two 0.0.

## one
A structure of composition C4H11O3, computed with ωB97M-V/def2-TZVPD.

Results
E_LUMO (eV): 2.90
HOMO level (eV): -4.4

```
! wB97M-V def2-TZVPD RIJCOSX def2/J DEFGRID3
* xyz -1 1
C 1.070 -0.317 3.157
O 0.001 0.338 3.628
C 0.747 -0.773 1.736
C 0.223 0.114 0.840
C -0.142 -0.278 -0.560
O -0.189 1.716 -3.122
H 1.379 -1.226 3.723
H 2.000 0.296 3.051
H 0.812 -1.819 1.430
H -0.546 -0.446 1.683
H 0.281 1.156 1.109
H 0.741 -0.627 -1.096
H -0.538 0.546 -1.141
H -0.870 -1.076 -0.577
H -0.744 2.495 -3.229
H -1.668 -0.626 -4.120
H -0.922 0.748 -3.262
O -1.635 -0.222 -3.249
*
```

Here are the Löwdin charges for atoms 1 to 5, given in e: C -0.512; O -0.307; C -0.043; C -0.122; C -0.062

## two
A cluster of 2 separate species, C4H11O3 in total, computed with ωB97M-V/def2-TZVPD.

Results
E_LUMO (eV): 3.57
HOMO level (eV): -2.5

```
! wB97M-V def2-TZVPD RIJCOSX def2/J DEFGRID3
* xyz -1 1
C -1.880 0.056 -1.388
O -2.669 -0.686 -0.604
C -0.519 0.477 -0.683
C 0.186 -0.630 0.105
C 1.492 -1.041 -0.557
O 2.168 -2.116 0.146
H -2.353 1.037 -1.654
H -1.586 -0.468 -2.345
H -0.899 1.214 0.029
H 0.139 0.862 -1.469
H -0.527 -1.461 0.157
H 0.462 -0.269 1.100
H 1.291 -1.420 -1.561
H 2.221 -0.236 -0.551
H 1.541 -2.529 0.725
H 0.387 1.702 3.207
H -0.063 2.907 2.358
O 0.608 2.601 2.986
*
```

Here are the Löwdin charges for atoms 1 to 5, given in e: C -0.567; O -0.365; C -0.221; C -0.222; C -0.268

## three
A cluster of 2 separate species, C4H11O3 in total, computed with ωB97M-V/def2-TZVPD.

Results
E_LUMO (eV): 4.23
HOMO level (eV): -3.8

```
! wB97M-V def2-TZVPD RIJCOSX def2/J DEFGRID3
* xyz -1 1
C -1.283 1.384 0.893
O 0.072 1.727 1.044
C -1.538 0.011 0.463
C -0.518 -0.287 -0.883
C -0.891 -1.715 -1.400
O 0.785 -0.207 -0.656
H -1.556 2.273 0.167
H -1.767 1.546 1.937
H -1.196 -0.696 1.239
H -2.500 -0.272 0.122
H -0.801 0.424 -1.655
H -0.805 -2.329 -0.533
H -0.118 -1.992 -2.205
H -1.815 -1.679 -1.845
H 0.586 1.007 0.384
H 1.985 -0.877 0.197
H 2.827 0.194 0.849
O 2.960 -0.765 0.475
*
```

Here are the Löwdin charges for atoms 1 to 5, given in e: C -0.391; O -0.191; C -0.147; C -0.543; C -0.082

Relative calculated energies, zero for the most stable structure, unit kJ/mol: one 291.6; two 22.2; three 0.0.

## one
A cluster of 2 separate species, C5H13NS in total, computed with ωB97M-V/def2-TZVPD.

Results
E_LUMO (spin up / spin down) (eV): -3.33 / -7.85
HOMO level (spin up / spin down) (eV): -12.4 / -11.8

```
! wB97M-V def2-TZVPD RIJCOSX def2/J DEFGRID3
* xyz 1 2
C -0.111 -2.517 1.866
S -0.348 -2.458 0.031
C 1.109 -1.493 -0.372
H -0.018 -1.462 2.229
H 0.833 -3.110 2.125
H -1.007 -2.998 2.345
H 1.068 -1.241 -1.409
H 1.131 -0.606 0.238
H 2.036 -2.113 -0.264
C -1.304 1.698 1.207
C -0.876 1.240 0.006
N 0.296 1.606 -0.706
C 0.232 1.684 -2.186
H -0.678 2.353 1.820
H -2.228 1.312 1.609
H -1.425 0.432 -0.501
H 0.719 2.402 -0.240
H 1.219 1.928 -2.583
H -0.235 0.823 -2.667
H -0.413 2.520 -2.547
*
```

Here are the Löwdin charges for atoms 1 to 5, given in e: C -0.388; S 0.777; C -0.448; H 0.030; H 0.069

## two
The ion C5H13NS with charge +1, computed with ωB97M-V/def2-TZVPD.

Results
E_LUMO (spin up / spin down) (eV): -3.22 / -8.75
HOMO level (spin up / spin down) (eV): -14.4 / -12.9

```
! wB97M-V def2-TZVPD RIJCOSX def2/J DEFGRID3
* xyz 1 2
C -0.788 -1.687 0.886
C -2.092 -0.847 0.985
S -3.230 -0.992 -0.295
C 0.199 -1.102 -0.118
N 0.374 0.359 -0.028
C 1.701 0.787 -0.491
C 1.872 2.277 -0.584
H -0.332 -1.860 1.855
H -1.165 -2.705 0.654
H -1.894 0.229 1.103
H -2.735 -1.189 1.821
H -2.788 0.126 -0.882
H -0.048 -1.329 -1.168
H 1.179 -1.523 0.082
H -0.265 0.661 -0.763
H 1.841 0.250 -1.433
H 2.485 0.404 0.190
H 1.526 2.772 0.325
H 1.309 2.635 -1.468
H 2.852 2.733 -0.670
*
```

Here are the Löwdin charges for atoms 1 to 5, given in e: C -0.193; C -0.596; S 0.947; C -0.183; N 0.068

Relative calculated energies, zero for the most stable structure, unit kJ/mol: one 0.0; two 46.5.

## one
An isolated molecule of C4H6ClN, computed with ωB97M-V/def2-TZVPD.

Results
E_LUMO (eV): 0.55
HOMO level (eV): -9.7
SMILES: [H]/N=C(\Cl)C(=C)C

```
! wB97M-V def2-TZVPD RIJCOSX def2/J DEFGRID3
* xyz 0 1
C 0.573 -1.487 0.387
C -0.018 -0.332 -0.010
C -0.019 0.898 0.984
C -0.563 -0.141 -1.382
N -0.044 2.044 0.504
Cl 0.500 0.665 2.618
H 0.765 -2.096 -0.437
H 1.072 -1.804 1.266
H -0.581 0.850 -1.623
H -1.627 -0.625 -1.529
H -0.001 -0.672 -2.120
H -0.057 2.701 1.341
*
```

Here are the Löwdin charges for atoms 1 to 5, given in e: C 0.044; C -0.316; C -0.777; C -0.073; N 0.075

## two
A cluster of 2 separate species, C4H6ClN in total, computed with ωB97M-V/def2-TZVPD.

Results
E_LUMO (eV): 0.87
HOMO level (eV): -9.5
SMILES: C=C(C)Cl.C#N

```
! wB97M-V def2-TZVPD RIJCOSX def2/J DEFGRID3
* xyz 0 1
C -2.820 1.471 0.697
C 0.263 -0.284 -1.171
C 0.200 0.208 1.299
C 0.479 0.506 0.060
N -3.065 0.551 0.083
Cl 0.929 2.124 -0.213
H 1.098 -0.389 -1.663
H -0.202 -1.232 -0.931
H -0.462 0.256 -1.803
H -0.151 -0.740 1.653
H -2.492 2.290 1.235
H 0.171 1.052 1.966
*
```

Here are the Löwdin charges for atoms 1 to 5, given in e: C -0.079; C -0.111; C -0.070; C -0.846; N 0.081

## three
A cluster of 2 separate species, C4H6ClN in total, computed with ωB97M-V/def2-TZVPD.

Results
E_LUMO (eV): 0.26
HOMO level (eV): -10.1

```
! wB97M-V def2-TZVPD RIJCOSX def2/J DEFGRID3
* xyz 0 1
C -0.626 0.495 -0.065
C -1.355 3.002 0.074
C -1.380 -0.034 -1.264
C 0.155 -0.364 0.651
N -0.879 1.904 0.182
Cl 4.424 -1.671 1.778
H -1.541 0.716 -1.973
H -2.341 -0.540 -0.929
H -0.727 -0.830 -1.708
H 3.136 -1.314 1.445
H 0.214 -1.374 0.436
H 0.920 0.008 1.374
*
```

Here are the Löwdin charges for atoms 1 to 5, given in e: C -0.370; C 0.045; C -0.062; C 0.058; N -0.026

Relative calculated energies, zero for the most stable structure, unit kJ/mol: one 0.0; two 25.5; three 88.6.